Entry 1:
This record from OMol25 describes a molecular structure, C29H22BrIrN3O6Te. The level of theory is ωB97M-V with the def2-TZVPD basis set.

Output
Expectation value of S²: 8.8050
Lowest unoccupied orbital energy (alpha / beta), eV: -0.899 / -3.372
F_max, hartree/bohr: 0.0176
Multiplicity: 6
Energy relative to the best compared isomer or geometry (same formula, charge and spin), kJ/mol: 22.0
Highest occupied orbital energy (alpha / beta), eV: -7.6 / -8.0

Structure (XYZ):
```
63
Properties=species:S:1:pos:R:3:forces:R:3
Ir -0.143922 -1.668861 1.641892 0.2 -0.3 -0.5
O 4.958071 -1.057403 0.040996 0.0 0.0 0.0
C 4.981938 -0.684939 1.354817 0.0 0.0 0.0
C 6.176396 -0.538803 2.051631 0.0 0.0 0.0
C 6.157601 -0.164018 3.384265 0.0 0.0 0.0
C 4.951363 0.067134 4.032756 0.0 0.0 0.0
C 3.767671 -0.078597 3.330168 0.0 0.0 0.0
C 3.765979 -0.449341 1.990560 0.1 0.0 0.0
C 2.463343 -0.650919 1.267522 0.0 0.0 0.0
O 1.803304 -1.787408 1.743994 -0.1 0.1 0.2
N 1.592105 0.524573 1.475397 0.0 0.0 0.0
N 0.291710 0.239404 1.315118 -0.1 0.1 -0.1
C -0.615933 1.306179 1.168169 0.0 0.1 0.0
C -1.168812 1.630099 -0.044851 0.1 -0.2 0.0
Br -1.156035 -1.213783 3.919869 0.0 0.1 0.2
C -2.058873 2.700128 -0.159344 -0.1 0.1 0.0
C -2.943016 3.001880 -1.275327 0.0 0.0 0.0
C -3.650174 1.998192 -1.946774 0.0 0.0 0.0
C -4.487215 2.318190 -3.002331 0.0 0.0 0.0
C -4.629176 3.637840 -3.410102 0.0 0.0 0.0
C -3.946921 4.644814 -2.739821 0.0 0.0 0.0
C -3.123179 4.331235 -1.672343 0.0 0.0 0.0
H 5.858980 -1.185458 -0.271058 0.0 0.0 0.0
H 7.118064 -0.722339 1.545729 0.0 0.0 0.0
H 7.092503 -0.053440 3.918368 0.0 0.0 0.0
H 4.936906 0.354886 5.074929 0.0 0.0 0.0
H 2.815665 0.087217 3.820902 0.0 0.0 0.0
H 2.626178 -0.747509 0.187742 0.0 0.0 0.0
H 1.885551 1.391233 1.033855 0.0 0.0 0.0
H -0.974564 1.748548 2.093809 0.1 0.0 0.0
H -2.079522 3.402841 0.670289 0.0 0.0 0.0
H -3.556397 0.970180 -1.623423 0.0 0.0 0.0
H -5.037525 1.532976 -3.505018 0.0 0.0 0.0
H -5.279733 3.882910 -4.239976 0.0 0.0 0.0
H -4.060899 5.676253 -3.047855 0.0 0.0 0.0
H -2.590351 5.116448 -1.148816 0.0 0.0 0.0
O -3.013645 -7.991324 2.049747 0.9 0.2 -0.1
C -1.706585 -7.744511 1.987361 -0.5 0.2 0.0
O -0.963809 -8.691801 1.963571 0.0 -0.2 0.1
C -1.288303 -6.303836 1.940544 -0.4 -0.1 0.0
C -0.162835 -5.875313 2.631678 0.1 -0.3 0.0
C 0.189152 -4.543566 2.574022 0.0 0.1 -0.1
N -0.522490 -3.675729 1.850450 0.0 0.0 -0.1
C -1.605788 -4.077049 1.178472 -0.1 0.0 0.0
C -2.026719 -5.392585 1.202093 -0.1 0.0 0.0
C -2.341302 -3.008774 0.384787 0.2 -0.1 -0.1
O -3.304156 -3.310784 -0.275097 0.0 0.0 0.1
O -1.804216 -1.818840 0.469291 -0.1 0.0 0.2
H 0.432117 -6.575558 3.201620 0.0 0.0 0.0
H 1.047641 -4.139985 3.092483 0.0 0.0 0.0
H -2.904630 -5.666254 0.632385 0.0 0.0 0.0
Te -0.539812 0.477328 -1.729544 0.0 0.0 0.1
C -0.277539 2.187868 -2.938457 0.1 0.0 0.1
C -0.996317 2.330769 -4.117924 0.0 0.0 0.0
C -0.845540 3.477191 -4.887797 0.0 0.0 0.0
C 0.010780 4.486484 -4.475483 0.0 0.0 0.0
C 0.727531 4.346823 -3.294637 0.0 0.0 0.0
C 0.590645 3.196643 -2.531653 0.0 0.0 -0.1
H -1.694114 1.561371 -4.425120 0.0 0.0 0.0
H -1.413561 3.586274 -5.802945 0.0 0.0 0.0
H 0.117175 5.383800 -5.071668 0.0 0.0 0.0
H 1.398874 5.131934 -2.969908 0.0 0.0 0.0
H 1.156365 3.089082 -1.614008 0.0 0.0 0.0
```
Forces are in eV/Å.

Entry 2:
This record from OMol25 describes a molecular structure, C29H22Cl5N3O3PtSSe. The level of theory is ωB97M-V with the def2-TZVPD basis set.

Output
Lowest unoccupied orbital energy (alpha / beta), eV: -2.753 / -2.952
F_max, hartree/bohr: 0.0510
Energy relative to the best compared isomer or geometry (same formula, charge and spin), kJ/mol: 198.2
Highest occupied orbital energy (alpha / beta), eV: -8.2 / -8.1

Structure (XYZ):
```
65
Properties=species:S:1:pos:R:3:forces:R:3
Pt 0.177477 1.824603 0.731999 2.1 0.4 -1.5
C 3.547772 -2.679567 1.752806 0.0 0.0 0.0
C 3.319839 -1.426749 0.904208 -0.2 0.0 0.0
C 2.351141 -1.649195 -0.236138 0.3 0.0 0.0
C 2.839601 -2.330142 -1.348837 -0.1 -0.1 0.0
C 2.079412 -2.493524 -2.489693 0.0 0.0 0.0
C 0.796026 -1.970887 -2.527987 0.0 0.0 0.0
C 0.259738 -1.309404 -1.435099 -0.2 -0.1 -0.1
C -1.177556 -0.866315 -1.508534 0.0 0.0 0.0
C -2.121331 -2.055788 -1.305263 0.0 0.0 0.0
C 1.039556 -1.161850 -0.283924 -0.2 0.1 0.1
N 0.529890 -0.392883 0.801701 -0.6 0.4 -0.2
C 0.657074 -0.774142 2.030615 -0.2 0.2 0.3
C 0.562658 0.203404 3.049130 0.1 -0.3 -0.2
C 0.737432 0.205281 4.427026 -0.1 0.1 0.2
C 0.708334 1.547386 4.827551 0.0 -0.2 0.0
C 0.524619 2.320796 3.685488 0.0 0.0 -0.1
N 0.457002 1.505925 2.619816 0.2 -0.3 0.7
H 4.236255 -2.473044 2.572540 0.0 0.0 0.0
H 3.972283 -3.481879 1.149073 0.0 0.0 0.0
H 2.615623 -3.056697 2.176610 0.0 0.0 0.0
H 4.273846 -1.120044 0.468689 0.0 0.0 0.0
H 3.001658 -0.599157 1.539973 0.0 0.0 -0.1
H 3.857115 -2.701686 -1.320519 0.0 0.0 0.0
H 2.487036 -3.007296 -3.350123 0.0 0.0 0.0
H 0.190731 -2.083377 -3.419670 0.0 0.0 0.0
H -1.359269 -0.425386 -2.492055 0.0 0.0 0.0
H -1.397016 -0.103491 -0.760903 0.0 0.0 0.0
H -1.900039 -2.846275 -2.023239 0.0 0.0 0.0
H -3.160328 -1.756389 -1.435254 0.0 0.0 0.0
H -2.009349 -2.473919 -0.304057 0.0 0.0 0.0
H 0.848402 -1.815527 2.274845 0.2 0.0 -0.1
H 0.867622 -0.667310 5.045861 0.0 0.0 0.0
H 0.811873 1.933644 5.826868 0.0 0.0 0.0
H 0.445476 3.389059 3.586258 0.0 0.0 -0.1
Cl 1.862326 3.837560 -6.205709 0.0 0.0 0.1
C 1.815071 3.149957 -4.627132 0.0 0.0 0.0
C 0.725534 3.372975 -3.795140 0.0 0.0 0.0
Cl -0.597926 4.345712 -4.312248 0.0 0.0 0.0
C 0.703873 2.797587 -2.536074 0.0 -0.1 0.0
Cl -0.649369 3.009954 -1.470232 -0.1 -0.1 0.0
C 1.728784 1.982811 -2.035730 -0.2 0.2 -0.1
O 1.678347 1.434554 -0.867920 -0.2 -0.3 0.8
C 2.814824 1.762672 -2.907088 0.2 -0.1 0.0
Cl 4.078500 0.723480 -2.362378 -0.1 0.1 -0.1
C 2.858813 2.339170 -4.168313 0.0 0.0 0.0
Cl 4.210648 2.046330 -5.191806 0.0 0.0 0.0
O -6.741344 -2.039416 0.177538 0.0 0.0 0.0
C -5.597109 -2.192883 0.877604 0.0 -0.1 0.0
O -5.355084 -3.237700 1.411677 0.0 0.1 0.0
C -4.675796 -1.011029 0.947521 0.0 0.0 0.1
C -4.721718 0.049224 0.052242 0.0 0.1 -0.1
C -3.824952 1.101888 0.165684 0.0 0.0 -0.1
C -2.891941 1.113736 1.197544 0.0 0.0 0.1
S -1.868620 2.540909 1.413238 -0.2 0.0 0.2
C -2.848752 0.048881 2.099568 0.0 0.1 0.0
C -3.720455 -1.012631 1.960615 0.0 0.0 0.0
H -6.835562 -1.130258 -0.131293 0.0 0.0 0.0
H -5.414292 0.054125 -0.782669 0.0 0.0 0.0
H -3.845922 1.917823 -0.544232 0.0 0.0 0.0
H -2.136202 0.073643 2.912818 0.0 0.0 0.0
H -3.691362 -1.852924 2.641000 0.0 0.0 0.0
Se 4.059076 2.583559 0.796619 -0.5 0.4 0.3
C 2.448739 3.268742 0.983458 2.0 -0.6 -0.2
N 1.361270 3.713375 1.071077 -2.3 0.0 0.0
```
Forces are in eV/Å.

Entry 3:
This record from OMol25 describes a molecular structure, C29H22ClO4PPtS. The level of theory is ωB97M-V with the def2-TZVPD basis set.

Output
Total charge: -1
Expectation value of S²: 0.7644
Lowest unoccupied orbital energy (alpha / beta), eV: 2.454 / 2.454
F_max, hartree/bohr: 0.0223
Multiplicity: 2
Energy relative to the best compared isomer or geometry (same formula, charge and spin), kJ/mol: 31.2
Highest occupied orbital energy (alpha / beta), eV: -3.1 / -3.9

Structure (XYZ):
```
59
Properties=species:S:1:pos:R:3:forces:R:3
Pt -1.437524 2.325457 0.870741 -1.1 0.4 0.0
O -3.036586 1.268811 2.958266 -0.3 0.1 -0.1
C -1.898632 1.424786 2.580250 0.5 -0.2 0.4
C -0.795554 0.821407 3.476245 -0.4 0.3 -0.5
C -1.191563 0.296818 4.695806 0.0 -0.1 0.4
C -0.259554 -0.211367 5.588993 -0.2 0.1 -0.2
C 1.084076 -0.181379 5.246769 0.1 0.0 0.0
C 1.482355 0.321286 4.018647 -0.1 0.0 -0.2
C 0.544920 0.814225 3.102828 0.3 0.0 0.1
P 1.023142 1.483601 1.456839 0.9 0.0 -0.1
C 2.885619 1.383578 1.614508 0.0 0.0 0.1
C 3.510501 2.533120 2.098520 0.0 0.0 0.0
C 4.888451 2.588412 2.267158 -0.1 0.0 0.0
C 5.672186 1.493267 1.933200 0.0 0.0 0.0
C 5.068756 0.346187 1.432877 0.0 0.1 0.0
C 3.688696 0.293361 1.278321 0.0 0.0 0.0
C 0.803740 0.034110 0.353359 -0.1 -0.1 0.1
C 0.273876 -1.188124 0.748994 -0.1 0.0 0.0
C 0.079107 -2.209844 -0.176751 0.0 0.0 0.0
C 0.433680 -2.028767 -1.502996 0.0 0.0 0.0
C 0.988186 -0.816378 -1.901750 0.0 0.0 0.0
C 1.156741 0.207459 -0.986205 0.0 0.0 0.0
H -2.249451 0.311966 4.927116 0.0 0.0 0.0
H -0.575875 -0.620145 6.541154 0.0 0.0 0.0
H 1.829942 -0.558037 5.937486 0.0 0.0 0.0
H 2.533457 0.328704 3.762282 0.0 0.0 0.0
H 2.899033 3.396315 2.343412 0.0 0.0 0.0
H 5.349571 3.489604 2.653767 0.0 0.0 0.0
H 6.747556 1.534202 2.057875 0.0 0.0 0.0
H 5.673387 -0.514625 1.172589 0.0 0.0 0.0
H 3.229631 -0.610320 0.893530 0.0 0.0 0.0
H -0.008221 -1.343121 1.783824 0.0 0.0 0.0
H -0.352818 -3.150306 0.144100 0.0 0.0 0.0
H 0.267991 -2.816815 -2.228012 0.0 0.0 0.0
H 1.270773 -0.667020 -2.937095 0.0 0.0 0.0
H 1.559096 1.163448 -1.308135 0.0 0.0 0.0
S -2.382613 5.174743 2.106465 0.0 0.1 0.2
C -1.342017 4.050451 1.738841 0.0 -0.3 0.0
C -4.125001 -1.971123 -2.257977 0.0 0.0 0.0
C -3.048805 -2.031313 -3.303584 0.0 -0.1 0.1
C -2.604102 -3.231225 -3.831765 0.0 0.0 0.0
C -1.591107 -3.254772 -4.780023 0.0 0.0 0.0
Cl -1.043688 -4.790583 -5.415419 0.0 0.1 0.0
C -1.014208 -2.084820 -5.221242 0.1 0.0 0.0
C -1.449050 -0.870576 -4.699086 0.0 0.0 -0.1
C -2.452989 -0.840841 -3.742148 0.0 0.0 0.1
O -2.963646 0.284130 -3.183666 0.0 0.1 -0.3
C -2.177553 1.459182 -3.067647 0.0 -0.1 0.1
C -1.942759 1.780745 -1.604822 0.0 0.0 0.0
O -1.691577 2.974347 -1.295680 0.3 -0.2 -0.1
O -1.954466 0.845019 -0.769864 0.1 0.1 0.1
H -4.435820 -2.974894 -1.967664 0.0 0.0 0.0
H -4.996702 -1.425110 -2.624297 0.0 0.0 0.0
H -3.767516 -1.433762 -1.377668 0.0 0.0 0.0
H -3.041944 -4.161856 -3.491897 0.0 0.0 0.0
H -0.231964 -2.110031 -5.968150 0.0 0.0 0.0
H -0.997466 0.040626 -5.063650 0.0 0.0 0.0
H -2.688658 2.286958 -3.553682 -0.1 0.0 0.0
H -1.195040 1.340826 -3.523886 0.1 0.0 0.0
```
Forces are in eV/Å.

Among the records above, which one has the highest energy relative to the best compared isomer or geometry (same formula, charge and spin)? C29H22Cl5N3O3PtSSe

energy relative to the best compared isomer or geometry (same formula, charge and spin) of number 1 (C29H22BrIrN3O6Te)? 22.0 kJ/mol

Look up the energy relative to the best compared isomer or geometry (same formula, charge and spin) of the second one. 198.2 kJ/mol